Record 1
This record from the Open Molecules 2025 dataset describes the molecule C4H6N4 in a non-equilibrium geometry. The level of theory is ωB97M-V/def2-TZVPD.

Geometry as XYZ:
```
14
Properties=species:S:1:pos:R:3:forces:R:3:mulliken_charge:R:1
N -3.22368 -0.31996 0.16564 0.3 -1.1 -0.1 -0.646
N -1.32264 1.13634 0.02958 2.5 0.5 0.1 -0.358
N -0.42767 -0.09398 2.87208 -0.5 1.5 2.1 -0.453
N 0.63867 -1.18091 1.01957 1.5 -0.5 -1.2 -0.183
C -2.15444 0.27769 0.12675 -1.1 0.7 0.1 0.553
C 0.26139 -0.52417 2.07295 -0.7 -1.8 0.6 0.346
C 0.60426 -0.42174 -0.18624 -1.0 -0.4 -1.5 -0.636
C 0.18998 0.99159 -0.02250 -2.8 0.7 0.1 -0.585
H -3.31796 -0.87935 1.00494 -0.4 0.1 0.2 0.267
H -0.13267 -0.91388 -0.84105 0.4 0.2 -0.2 0.332
H 1.52771 -0.37827 -0.69596 1.4 -0.4 -0.4 0.378
H 0.51099 1.54394 -0.89280 0.2 0.4 0.0 0.337
H 1.16980 -2.03739 0.97570 -0.1 0.2 0.8 0.228
H 0.51359 1.44647 0.91680 0.4 0.1 -0.4 0.421
```
Forces are in eV/Å.

As for the net charge: 0. The value obtained for the frontier orbital gap is 0.367 Ha. Its SMILES is N#CNCCN=C=N. The highest occupied orbital energy is -9.5 eV.

---

Record 2
This record from the Open Molecules 2025 dataset describes the molecule C4H6OS in a non-equilibrium geometry. The level of theory is ωB97M-V/def2-TZVPD.

Geometry as XYZ:
```
12
Properties=species:S:1:pos:R:3:forces:R:3:mulliken_charge:R:1
S 0.03829 -0.00462 -2.71974 0.0 -0.2 0.7 -0.287
O -0.32172 1.91060 -1.07330 -0.6 1.6 -0.8 -0.425
C 0.07099 -0.04381 0.09917 -0.3 0.0 0.7 0.823
C -0.14732 -1.53564 0.14924 -0.4 0.2 0.0 -1.295
C 0.41298 0.71570 1.17642 -0.6 -0.8 -1.8 -1.049
C -0.10995 0.62244 -1.21844 0.1 -0.2 0.1 0.395
H -1.11711 -1.89915 -0.28767 0.9 0.7 0.4 0.289
H 0.75844 0.23535 2.04521 -0.1 -0.5 1.2 0.274
H -0.03839 -1.91264 1.14622 -0.3 0.0 0.8 0.387
H 0.39054 1.79732 1.21592 0.5 -0.1 -0.2 0.226
H 0.63901 -2.02571 -0.36155 0.7 -0.5 -1.0 0.356
H -0.57577 2.14015 -0.17149 0.0 -0.1 -0.1 0.304
```
Forces are in eV/Å.

As for the net charge: 0. The value obtained for the frontier orbital gap is 0.311 Ha. Its SMILES is C=C(C)C(O)=S. The highest occupied orbital energy is -8.8 eV.

---

Record 3
This record from the Open Molecules 2025 dataset describes a structure of composition C28H25N6Pd. The level of theory is ωB97M-V/def2-TZVPD.

Geometry as XYZ:
```
60
Properties=species:S:1:pos:R:3:forces:R:3:mulliken_charge:R:1
Pd 0.39240 0.26133 0.46277 0.7 -0.2 -0.2 0.400
N -0.60222 -1.54968 -1.13736 0.0 -0.1 -0.1 -0.009
N 1.85404 0.00430 -1.16381 -0.4 0.2 -0.1 0.199
N -1.88131 1.26019 -3.13809 0.0 0.0 -0.1 -0.078
N 2.37901 -0.78955 -3.15489 0.1 0.0 -0.1 -0.107
N -0.16200 0.00484 2.36919 -0.2 0.1 0.2 -0.363
N -0.92681 1.32727 -1.14482 0.1 0.1 0.0 0.245
C -0.83354 -1.42997 4.21576 -0.1 -0.1 0.1 -0.085
C 3.55803 1.86904 -1.14281 0.0 0.0 0.0 -0.600
C -0.49525 3.81486 -1.12481 0.0 0.0 0.0 -0.416
C -0.14373 -1.23950 3.01461 -0.1 0.2 0.0 0.209
C -0.56486 3.54239 3.24175 0.0 0.0 0.0 -0.738
C -1.57165 2.59523 -2.91968 0.0 -0.1 0.0 0.575
C 0.47970 -3.56892 3.02748 0.0 0.0 0.0 -0.753
C 0.10324 3.60512 4.46061 0.0 0.0 0.0 -0.445
C -0.67145 4.96068 -1.87346 0.0 0.0 0.0 -0.722
C 4.91499 1.92171 -3.15797 0.0 0.0 0.0 -0.407
C -0.21074 -3.75514 4.22015 0.0 0.0 0.0 -0.478
C 1.57863 -0.90056 -2.06755 0.1 0.0 0.0 0.518
C -0.86798 -2.68242 4.80701 0.0 0.1 0.0 -0.717
C -0.96166 2.61849 -1.66504 0.0 -0.1 0.1 0.220
C 0.54887 -1.98571 -1.91772 0.0 0.2 0.0 -1.096
C -1.75531 3.74403 -3.68087 0.0 0.0 0.0 -1.096
C 0.56847 1.24604 4.34536 0.0 0.0 0.0 0.049
C -1.29527 4.92436 -3.13247 0.0 0.0 0.0 -0.444
C 0.66933 2.45435 5.00493 0.0 0.0 0.0 -0.763
C -0.66513 2.34183 2.56592 0.0 0.0 0.0 -0.585
C 4.56790 2.43214 -1.89528 0.0 0.0 0.0 -0.725
C 4.26102 0.83612 -3.70524 0.0 0.0 0.0 -1.081
C 3.24265 0.27828 -2.93941 0.0 -0.1 0.0 0.793
C 2.89273 0.77323 -1.68490 -0.1 0.0 0.1 0.041
C -0.09845 1.17499 3.10799 0.0 -0.2 0.1 0.462
C 0.50591 -2.32465 2.42217 0.0 0.0 0.0 -0.367
C -1.67630 -0.91997 -1.89712 0.1 0.1 0.0 -1.200
C -1.47027 0.56179 -2.04715 0.0 0.0 0.0 0.422
H -0.96318 -2.31203 -0.58379 0.0 0.0 0.0 0.284
H 1.02664 0.35496 4.75377 0.0 0.0 0.0 0.529
H 3.28516 2.25600 -0.16889 0.0 0.0 0.0 0.455
H 5.71452 2.39238 -3.71463 0.0 0.0 0.0 0.396
H 5.10928 3.28489 -1.50786 0.0 0.0 0.0 0.405
H 1.06320 -2.16336 1.50855 0.0 0.0 -0.1 0.561
H -2.61150 -1.07685 -1.35926 0.0 0.0 0.0 0.417
H 0.26222 -2.34570 -2.91262 0.0 0.0 0.0 0.265
H -0.23643 -4.73067 4.68717 0.0 0.0 0.0 0.399
H 4.52831 0.44368 -4.67861 0.0 0.0 0.0 0.401
H -1.36128 -0.59599 4.66118 0.0 -0.1 0.0 0.535
H 1.00719 -4.39896 2.57425 0.0 0.0 0.0 0.406
H -1.20601 2.26421 1.63162 0.0 0.0 0.0 0.619
H 1.01797 -2.82163 -1.39763 0.0 0.0 0.0 0.427
H -1.41494 -2.82207 5.73108 0.0 0.0 0.0 0.389
H 0.18393 4.54672 4.98756 0.0 0.0 0.0 0.406
H -1.79340 -1.37093 -2.88919 0.0 0.0 -0.1 0.333
H -1.41503 5.84510 -3.68738 0.0 0.0 0.0 0.390
H -1.02040 4.43265 2.82670 0.0 0.0 0.0 0.433
H -0.00938 3.82837 -0.15600 0.0 0.0 0.0 0.425
H 2.36572 -1.39103 -3.96078 0.0 0.0 0.0 0.230
H -2.34445 0.87993 -3.94552 0.0 0.0 0.0 0.230
H -2.23067 3.72374 -4.65377 0.0 0.0 0.0 0.410
H -0.32240 5.90974 -1.48861 0.0 0.0 0.0 0.420
H 1.19932 2.50720 5.94769 0.0 0.0 0.0 0.380
```
Forces are in eV/Å.

As for the net charge: +1. The value obtained for the frontier orbital gap (spin up / spin down) is 0.302 / 0.241 Ha. The multiplicity is 3. The highest occupied orbital energy (spin up / spin down) is -10.3 / -10.7 eV.

---

Record 4
This record from the Open Molecules 2025 dataset describes a cluster of 4 separate species, C47H34O11S in total in a non-equilibrium geometry. The level of theory is ωB97M-V/def2-TZVPD.

Geometry as XYZ:
```
93
Properties=species:S:1:pos:R:3:forces:R:3:mulliken_charge:R:1
S -5.06295 -3.62081 -4.46896 -0.1 -0.1 -0.2 -0.207
O 4.37876 1.95475 0.95581 -0.3 -0.4 0.2 -0.585
O 0.08999 -4.57172 -3.01190 -1.3 -2.8 -1.7 -0.215
O -6.49114 -1.01702 0.24346 0.0 -0.1 0.3 -0.684
O -0.27638 -3.56140 -2.17089 -1.2 1.8 1.7 -0.281
O -3.33713 -7.35135 -2.29642 2.6 1.5 -1.5 -0.329
O -1.02902 -6.60196 -2.84831 -2.5 -0.2 -0.3 -0.256
O 4.20686 5.06818 -2.49091 0.3 0.1 0.0 -0.689
O 1.29557 -2.20231 2.24973 0.1 0.2 0.1 -0.727
O 8.88685 7.30724 -1.24423 -0.3 -0.1 -0.1 -0.677
O -2.16061 -8.19039 -4.12851 0.2 3.6 4.2 -0.479
O -6.94511 -1.69085 5.51635 0.0 0.0 -0.3 -0.667
C -10.27695 -0.28504 3.41350 0.2 -0.1 0.0 -0.447
C -4.21248 -1.85989 1.62100 0.2 -0.1 0.1 -0.729
C 5.65309 4.57776 1.40435 0.1 0.2 -0.1 -0.076
C 5.59635 6.34998 -4.54949 0.1 0.1 -0.2 -0.543
C 7.60830 5.83131 0.75263 0.0 -0.1 0.2 -0.596
C 5.28930 5.55620 -2.21281 -0.9 -0.4 -0.1 0.573
C 2.04488 -1.50169 -1.79066 0.1 0.1 0.0 -0.295
C -8.93751 -0.33836 1.40885 -0.2 0.1 0.0 -0.529
C 5.12356 4.73270 0.12710 0.0 0.0 0.2 -0.742
C -6.83354 -1.51047 4.31609 -0.1 -0.1 1.0 0.576
C 2.38640 -0.71853 4.35870 0.1 0.1 0.2 -0.700
C 2.81905 -0.39553 -2.13640 0.0 0.1 0.3 -0.798
C 1.78986 -1.78281 -0.45461 0.0 0.0 -0.2 -0.763
C -4.43128 -2.14983 4.38376 0.3 -0.1 -0.1 -0.548
C 7.29005 6.87673 -2.91062 0.0 0.1 -0.4 0.168
C 3.83350 1.09531 5.01681 0.0 0.0 -0.2 -0.712
C 8.00923 7.57449 -3.88245 0.0 0.0 -0.2 -0.556
C 3.10398 0.13312 0.20190 0.0 -0.1 -0.3 0.241
C 3.34874 0.42203 -1.14237 0.0 -0.1 -0.2 -0.514
C 3.45935 0.64383 2.67603 0.0 0.0 0.4 0.283
C 2.02180 -1.26705 1.96043 -0.5 -0.7 0.1 0.572
C -6.58573 -1.14196 1.45349 0.1 0.1 -1.0 0.581
C -7.98575 -1.03407 3.51720 -0.3 0.1 -0.1 0.173
C -4.99056 -5.36581 -2.11610 0.1 0.1 0.2 -0.348
C -3.11075 -2.25762 2.36840 -0.1 0.0 -0.1 -0.459
C 4.06529 1.40007 3.67988 0.0 0.0 0.3 -0.209
C 7.83190 6.76967 -1.53729 0.9 0.4 0.3 0.635
C 2.63063 -0.42611 3.01602 0.1 0.1 0.4 0.292
C -4.31235 -6.51866 -3.00848 -1.4 0.1 -0.7 -0.355
C -1.08728 -5.30063 -3.48382 0.3 1.5 -0.4 0.098
C 7.52503 7.65230 -5.18357 0.0 -0.1 0.2 -0.452
C 6.32248 7.03392 -5.51896 0.0 -0.1 0.2 -0.463
C -10.14225 -0.06011 2.04516 0.2 -0.1 0.0 -0.476
C 6.89904 5.11889 1.71386 -0.1 0.1 -0.2 -0.589
C 2.31427 -0.96366 0.54461 0.0 0.0 -0.4 0.323
C 2.98680 0.04217 5.35585 0.0 -0.1 -0.2 -0.456
C -7.85826 -0.83193 2.14270 -0.3 0.1 0.1 0.230
C -9.20168 -0.77034 4.14964 -0.2 0.1 -0.1 -0.578
C 3.69806 0.98649 1.25434 0.5 0.7 -0.3 0.293
C -3.21729 -2.39550 3.75058 -0.2 0.0 0.0 -0.647
C -2.16863 -7.39829 -3.14851 -0.5 -3.2 -2.9 0.574
C -5.42848 -1.59887 2.25454 0.3 -0.1 0.1 0.308
C -4.76950 -3.86784 -2.65027 0.3 -0.6 0.9 -0.303
C -5.54201 -1.75582 3.63573 0.4 -0.1 -0.1 0.211
C 5.84090 5.43223 -0.84446 0.0 -0.1 0.4 0.212
C 7.07800 5.99481 -0.52680 -0.1 -0.2 0.3 0.221
C 6.07626 6.27431 -3.24090 0.1 0.2 -0.4 0.161
H -3.70543 -3.52520 -2.40446 -1.4 -0.5 -0.4 0.057
H -1.03408 -5.35443 -4.62307 0.2 -0.4 1.5 0.279
H 4.65852 5.87321 -4.81712 0.1 0.0 0.2 0.461
H 5.94988 7.08703 -6.53705 0.0 0.0 0.1 0.396
H -3.78822 -6.11015 -3.94085 -1.1 -0.4 1.3 0.292
H 1.73219 -1.54128 4.62914 0.1 0.1 -0.2 0.488
H -10.97815 0.33059 1.47373 0.1 -0.1 0.1 0.396
H -6.12183 -5.57739 -2.07601 1.8 0.4 0.1 0.311
H -2.35340 -2.69692 4.33442 -0.1 0.0 -0.1 0.450
H 3.01246 -0.17231 -3.18079 0.0 0.0 0.1 0.414
H 4.72203 2.22471 3.42247 -0.1 -0.2 -0.1 0.419
H 8.94921 8.05425 -3.62838 -0.1 -0.1 0.1 0.458
H -4.54443 -5.41013 -1.05477 -0.8 -0.1 -1.6 0.230
H 8.57627 6.25475 1.00186 -0.1 0.0 -0.2 0.464
H 7.31720 4.98689 2.70681 0.0 0.0 -0.1 0.405
H -11.22041 -0.07625 3.90775 0.1 0.0 0.0 0.397
H -2.16494 -2.45652 1.87386 -0.1 0.0 0.1 0.546
H 1.63944 -2.14374 -2.56491 0.0 0.1 0.1 0.439
H -8.84027 -0.16592 0.34154 0.1 -0.1 0.2 0.461
H 8.08767 8.19197 -5.93877 -0.1 -0.1 0.1 0.392
H -0.87053 -3.91196 -1.46519 0.7 -0.3 -0.5 0.319
H 2.79933 -0.18934 6.39953 0.0 0.0 -0.1 0.390
H -2.02744 -4.68983 -3.22170 1.4 -1.0 -0.1 0.004
H 1.18403 -2.64441 -0.19403 0.1 0.2 0.1 0.608
H -9.31117 -0.93836 5.21634 0.2 0.0 -0.1 0.460
H -5.02891 -4.84125 -5.13026 0.1 0.7 1.2 0.141
H -4.12003 -1.75011 0.54488 -0.2 0.1 0.1 0.511
H -5.15856 -7.22740 -3.34684 1.5 1.1 0.4 0.214
H -5.48025 -3.13807 -2.10500 1.1 -1.3 -1.0 0.242
H 4.31174 1.68048 5.79578 -0.1 -0.1 -0.1 0.416
H 4.15541 4.30435 -0.10955 0.2 0.1 -0.1 0.462
H 3.95427 1.28040 -1.41682 -0.1 -0.1 0.2 0.589
H -4.50827 -2.26231 5.46071 -0.2 0.0 -0.2 0.463
H 5.09722 4.03032 2.15689 0.1 0.1 -0.2 0.379
```
Forces are in eV/Å.

As for the net charge: 0. The value obtained for the frontier orbital gap is 0.307 Ha. Its SMILES is O=C1c2ccccc2C(=O)c2ccccc21.O=C1c2ccccc2C(=O)c2ccccc21.O=C1c2ccccc2C(=O)c2ccccc21.O=C(OCCCS)OCOO. The highest occupied orbital energy is -9.5 eV.